The following is a quantum chemistry calculation of a structure of composition C5H10O2, from the Open Molecules 2025 dataset.

Calculated values
- HOMO level (hartree) = -0.3387
- calculated total energy (eV) = -9438.1349
- gap between HOMO and LUMO (eV) = 10.2

```
17
C5H10O2 (ωB97M-V with the def2-TZVPD basis set)
C 1.448 -0.832 -0.423
C 1.340 -0.375 1.022
O 0.394 0.678 1.091
C -0.744 0.254 0.379
C -1.722 1.400 0.228
C -0.288 -0.233 -0.998
O -0.904 -1.258 -1.566
H 1.787 -1.879 -0.498
H 0.340 -1.380 -1.061
H 2.104 -0.223 -1.046
H 1.018 -1.212 1.660
H 2.282 0.016 1.416
H -1.220 -0.609 0.875
H -2.583 1.077 -0.366
H -2.073 1.738 1.206
H -1.237 2.241 -0.278
H 0.058 0.598 -1.641
```

Per-atom Mulliken charges, elementary charge units: -0.8256 -0.3063 -0.4034 0.3425 -1.4321 0.2403 -0.7482 0.3971 0.1401 0.2916 0.2912 0.3121 0.2267 0.3804 0.3410 0.3519 0.4006

=====

The following is a quantum chemistry calculation of a cluster of 2 separate species, C5H10O2 in total, from the Open Molecules 2025 dataset.

Calculated values
- HOMO level (hartree) = -0.3654
- calculated total energy (eV) = -9440.3910
- gap between HOMO and LUMO (eV) = 10.7
- SMILES string = C[C@@H]1C=C[C@@H]1O.O

```
17
C5H10O2 (ωB97M-V with the def2-TZVPD basis set)
C -1.651 -0.282 -0.259
C -0.687 0.024 0.881
C 0.620 -0.836 0.905
O 0.658 -1.797 -0.127
C 1.369 0.465 0.686
C 0.256 1.205 0.723
O 0.551 1.036 -2.448
H -2.464 0.453 -0.285
H -2.094 -1.274 -0.127
H -1.148 -0.268 -1.229
H -1.225 0.014 1.838
H 0.811 -1.298 1.884
H 1.453 -2.330 -0.017
H 2.425 0.696 0.574
H 0.877 0.364 -1.835
H 0.077 2.278 0.687
H 0.040 1.613 -1.868
```

Per-atom Mulliken charges, elementary charge units: -1.2775 0.2647 0.0748 -0.5318 -0.5760 -0.7929 -0.6856 0.3393 0.3264 0.3304 0.4071 0.4015 0.2975 0.3504 0.3080 0.4188 0.3449

=====

The following is a quantum chemistry calculation of a cluster of 2 separate species, C5H10O2 in total, from the Open Molecules 2025 dataset.

Calculated values
- HOMO level (spin up / spin down) (hartree) = -0.3240 / -0.3239
- calculated total energy (eV) = -9436.8601
- gap between HOMO and LUMO (spin up / spin down) (eV) = 7.7 / 7.7

```
17
C5H10O2 (ωB97M-V with the def2-TZVPD basis set)
C -2.409 -0.371 -0.104
C -1.166 0.286 -0.688
C 0.125 -0.399 0.080
O 0.710 -1.348 -0.611
C 0.815 0.876 0.001
C 2.678 -0.177 0.671
O 2.456 -0.416 1.839
H -3.301 -0.023 -0.637
H -2.340 -1.459 -0.186
H -2.523 -0.109 0.953
H -0.997 0.040 -1.737
H -1.272 1.373 -0.599
H -0.207 -0.646 1.103
H 2.004 -0.756 -0.170
H 0.612 1.686 0.702
H 1.166 1.167 -0.989
H 3.649 0.276 0.371
```

Per-atom Mulliken charges, elementary charge units: -1.2963 -0.4041 0.5770 -0.7375 -0.9565 -0.1584 -0.4271 0.3778 0.3306 0.3560 0.3362 0.3403 0.2831 0.2940 0.3845 0.3611 0.3392

=====

The following is a quantum chemistry calculation of the molecule C5H10O2, from the Open Molecules 2025 dataset.

Calculated values
- HOMO level (hartree) = -0.3514
- calculated total energy (eV) = -9441.2968
- gap between HOMO and LUMO (eV) = 10.6
- SMILES string = CCO[C@@H](C)C=O

```
17
C5H10O2 (ωB97M-V with the def2-TZVPD basis set)
C -1.251 2.002 -1.119
C -0.003 1.330 -0.579
O -0.305 -0.039 -0.360
C 0.561 -0.711 0.536
C -0.300 -1.587 1.448
C 1.529 -1.572 -0.265
O 2.721 -1.621 -0.070
H -2.078 1.881 -0.413
H -1.076 3.072 -1.270
H -1.549 1.561 -2.074
H 0.839 1.443 -1.281
H 0.294 1.801 0.371
H 1.160 0.001 1.127
H 0.242 -1.867 2.356
H -1.190 -1.013 1.716
H -0.624 -2.501 0.934
H 1.031 -2.179 -1.057
```

Per-atom Mulliken charges, elementary charge units: -1.1936 -0.1835 -0.3516 0.3590 -1.2269 -0.1307 -0.4730 0.2924 0.3878 0.2866 0.2688 0.3144 0.3285 0.3520 0.3243 0.3102 0.3353

=====

The following is a quantum chemistry calculation of the molecule C5H10O2, from the Open Molecules 2025 dataset.

Calculated values
- HOMO level (hartree) = -0.3605
- calculated total energy (eV) = -9440.4877
- gap between HOMO and LUMO (eV) = 10.8
- SMILES string = CO[C@H]1C[C@H]1CO

```
17
C5H10O2 (ωB97M-V with the def2-TZVPD basis set)
C 2.347 0.483 -0.109
O 1.021 0.348 -0.577
C 0.368 -0.692 0.087
C -0.319 -0.402 1.388
C -1.121 -0.679 0.134
C -1.951 0.393 -0.555
O -1.574 0.642 -1.891
H 2.910 -0.452 -0.249
H 2.365 0.740 0.960
H 2.826 1.278 -0.684
H 0.852 -1.662 -0.045
H -0.310 -1.140 2.183
H -0.279 0.634 1.720
H -1.556 -1.674 0.078
H -2.976 0.018 -0.597
H -1.975 1.321 0.037
H -0.628 0.843 -1.881
```

Per-atom Mulliken charges, elementary charge units: -0.7926 -0.3739 0.0772 -0.8242 0.0165 -0.6674 -0.5633 0.3059 0.3066 0.2464 0.3934 0.2669 0.2588 0.3583 0.3432 0.2517 0.3965

=====

The following is a quantum chemistry calculation of the molecule C5H10O2, from the Open Molecules 2025 dataset.

Calculated values
- HOMO level (hartree) = -0.3528
- calculated total energy (eV) = -9441.3624
- gap between HOMO and LUMO (eV) = 10.6
- SMILES string = CCO[C@@H](C)C=O

```
17
C5H10O2 (ωB97M-V with the def2-TZVPD basis set)
C 0.874 0.164 -2.102
C 0.466 1.150 -1.015
O -0.599 0.676 -0.204
C -0.207 -0.007 0.964
C -1.425 -0.096 1.874
C 0.266 -1.418 0.649
O 1.159 -1.981 1.235
H 1.644 0.603 -2.744
H 1.281 -0.764 -1.689
H 0.012 -0.088 -2.723
H 1.323 1.415 -0.378
H 0.101 2.076 -1.474
H 0.608 0.523 1.481
H -1.169 -0.597 2.813
H -1.786 0.913 2.090
H -2.231 -0.652 1.383
H -0.315 -1.916 -0.159
```

Per-atom Mulliken charges, elementary charge units: -1.0410 -0.2940 -0.4067 0.4946 -1.3761 -0.1742 -0.4858 0.3672 0.2958 0.2606 0.3090 0.3320 0.2351 0.3870 0.3463 0.3180 0.4322

=====

The following is a quantum chemistry calculation of the molecule C5H10O2, from the Open Molecules 2025 dataset.

Calculated values
- HOMO level (hartree) = -0.3612
- calculated total energy (eV) = -9440.5464
- gap between HOMO and LUMO (eV) = 10.8
- SMILES string = CO[C@H]1C[C@H]1CO

```
17
C5H10O2 (ωB97M-V with the def2-TZVPD basis set)
C -1.639 1.639 -0.041
O -0.964 0.442 -0.353
C 0.419 0.561 -0.517
C 1.309 0.505 0.692
C 1.169 -0.694 -0.217
C 0.332 -1.875 0.241
O -0.564 -2.303 -0.761
H -1.759 2.275 -0.929
H -1.110 2.205 0.737
H -2.627 1.355 0.330
H 0.728 1.182 -1.359
H 2.238 1.070 0.680
H 0.829 0.439 1.666
H 2.001 -0.933 -0.876
H 0.973 -2.730 0.475
H -0.204 -1.602 1.162
H -1.133 -1.537 -0.930
```

Per-atom Mulliken charges, elementary charge units: -0.8070 -0.3473 0.0924 -0.7928 -0.1067 -0.5365 -0.5793 0.2695 0.3275 0.2526 0.3635 0.2718 0.2428 0.3649 0.3677 0.2163 0.4006

=====

The following is a quantum chemistry calculation of the molecule C5H10O2, from the Open Molecules 2025 dataset.

Calculated values
- HOMO level (hartree) = -0.3401
- calculated total energy (eV) = -9440.6097
- gap between HOMO and LUMO (eV) = 10.1
- SMILES string = CC1(C)O[C@]1(C)O

```
17
C5H10O2 (ωB97M-V with the def2-TZVPD basis set)
C 0.652 -0.410 -0.659
C 0.178 -0.209 1.874
C 0.690 0.409 -1.904
C -1.458 0.764 0.206
C -0.338 -0.244 0.440
O 1.749 -1.146 -0.455
O -0.557 -1.506 -0.126
H 1.384 -1.896 0.086
H 1.417 0.011 -2.608
H -0.295 0.397 -2.369
H 0.539 0.788 2.134
H -0.639 -0.484 2.542
H 0.986 -0.923 2.029
H 0.939 1.442 -1.660
H -1.953 0.581 -0.746
H -2.207 0.636 0.986
H -1.086 1.789 0.229
```

Per-atom Mulliken charges, elementary charge units: 0.3777 -1.3264 -1.2828 -1.6307 1.5995 -0.5707 -0.6799 0.3756 0.3727 0.3419 0.3167 0.3606 0.3085 0.3037 0.4302 0.3899 0.3134